No. 1
Entry from OMol25: a cluster of 2 separate species, C3H6Cl3N2 in total at a distorted geometry (ωB97M-V with the def2-TZVPD basis set).

Values from the calculation:
Net charge: +1
LUMO level (eV): -4.989
Kohn-Sham gap (eV): 8.8

The geometry in XYZ format:
```
14
Properties=species:S:1:pos:R:3:forces:R:3:nbo_charge:R:1
Cl 2.322 -1.709 0.560 0.179 0.438 -0.145 0.151
Cl 2.807 0.189 -1.624 0.149 -0.388 -0.268 0.155
Cl 3.011 1.110 1.037 0.015 -0.061 0.493 0.154
N -0.170 1.754 0.050 -1.339 -3.195 -0.139 -0.772
N -0.626 -0.638 -0.097 -0.095 1.419 -0.283 -0.564
C 0.086 0.451 -0.047 3.778 -1.460 -0.012 0.535
C -2.074 -0.917 -0.071 2.151 -0.675 -0.818 -0.412
C 2.381 -0.084 0.005 -2.938 0.694 -0.410 -0.205
H -0.253 -1.553 -0.287 1.634 0.309 0.201 0.429
H -2.167 -1.512 -0.995 -1.030 -0.162 1.015 0.240
H 0.589 2.350 0.280 0.434 0.697 0.280 0.437
H -1.111 1.894 0.368 -0.308 1.293 0.098 0.412
H -2.605 -0.052 -0.093 -1.750 2.589 -0.574 0.206
H -2.190 -1.283 0.914 -0.881 -1.498 0.559 0.234
```
Positions in Å, forces in eV/Å.

***

No. 2
Entry from OMol25: a cluster of 2 separate species, C3H6Cl3N2 in total at a distorted geometry (ωB97M-V with the def2-TZVPD basis set).

Values from the calculation:
Spin multiplicity: 3
Net charge: +1
LUMO level (alpha / beta) (eV): -3.823 / -5.790
Kohn-Sham gap (alpha / beta) (eV): 7.8 / 9.0

The geometry in XYZ format:
```
14
Properties=species:S:1:pos:R:3:forces:R:3:nbo_charge:R:1
Cl 2.711 -0.473 -2.003 -1.386 -0.629 -0.965 0.136
Cl 4.556 0.608 -0.228 0.130 0.564 1.095 0.130
Cl -1.626 2.466 -0.639 0.844 -0.598 0.151 0.145
N -0.866 0.150 0.381 0.709 2.791 -0.558 -0.529
N 0.719 1.835 0.397 -2.510 2.506 -1.037 -0.714
C -0.464 1.399 0.057 -1.583 -2.041 0.857 0.495
C -0.191 -0.722 1.330 -1.212 -1.763 -1.150 -0.443
C 2.955 0.295 -0.578 1.447 -0.078 -0.203 -0.259
H 0.838 2.839 0.293 0.640 -0.364 0.119 0.449
H -1.024 -1.461 1.498 1.259 0.512 0.723 0.250
H 1.413 1.235 0.697 1.829 -1.269 0.776 0.433
H -1.732 -0.188 0.006 -0.319 0.234 -0.177 0.439
H 0.194 -0.247 2.226 -0.237 0.168 -0.002 0.237
H 0.569 -1.270 0.774 0.390 -0.033 0.371 0.229
```
Positions in Å, forces in eV/Å.

***

No. 3
Entry from OMol25: a cluster of 2 separate species, C3H6Cl4Si in total at a distorted geometry (ωB97M-V with the def2-TZVPD basis set).

Values from the calculation:
SMILES: Cl/[SiH]=C(\Cl)C(Cl)Cl.C
Net charge: 0
LUMO level (eV): -0.913
Kohn-Sham gap (eV): 7.5

The geometry in XYZ format:
```
14
Properties=species:S:1:pos:R:3:forces:R:3:nbo_charge:R:1
Cl 1.408 -0.878 3.517 -0.416 0.700 -0.461 -0.069
Cl 1.844 1.035 0.376 -0.589 -0.659 0.056 0.001
Cl 1.466 -1.791 -1.852 0.338 -0.338 -0.913 -0.295
Cl -1.265 -0.990 2.384 -0.390 -0.044 0.233 -0.005
Si 0.616 -1.792 -0.076 0.023 1.176 2.684 1.194
C 0.286 -0.158 2.226 -0.242 2.119 0.982 -0.259
C -1.090 1.324 -2.137 -0.882 -1.550 1.460 -0.863
C 0.820 -0.322 0.888 0.960 -1.066 -1.847 -0.724
H 0.129 0.998 2.396 0.365 -2.460 0.313 0.255
H -1.720 0.879 -2.919 0.261 -0.368 0.561 0.213
H -0.533 2.061 -2.599 2.445 0.800 -1.193 0.217
H -1.677 2.027 -1.594 -1.272 0.057 0.946 0.215
H -0.593 0.635 -1.356 -0.587 1.100 -1.798 0.214
H 0.308 -3.028 0.745 -0.015 0.533 -1.022 -0.093
```
Positions in Å, forces in eV/Å.

***

Energy (computed, eV): -43746.127; -43745.222; -61174.360
ΔE to the lowest compared entry with this formula, charge and spin (computed, kcal/mol): 58.1; 0.0; 137.0